DFT (ωB97M-V/def2-TZVPD) results for a 2-piece molecular cluster, C7H8F2OP overall.

Structure (XYZ):
```
19
Properties=species:S:1:pos:R:3:forces:R:3:mulliken_charge:R:1
C -1.768 1.272 3.012 -1.12 -0.18 0.96 -0.37
C -1.928 -0.125 2.753 1.70 0.79 -1.11 -0.47
C -0.814 1.990 2.302 -1.62 1.77 1.88 -0.28
C -1.046 -0.717 1.843 0.77 -0.49 -1.53 -0.27
C -0.040 1.417 1.332 -0.51 -0.67 0.08 -0.43
C -0.172 0.085 1.075 -0.56 -1.55 1.74 0.44
C 2.196 -1.391 -3.893 0.56 1.15 0.17 -0.63
O 3.044 -1.094 -2.826 2.13 -1.10 4.36 -0.13
F 4.530 -0.983 -1.002 -1.30 -1.26 -0.29 -0.12
F 0.667 -0.607 0.229 0.02 0.54 -0.27 -0.25
P 3.405 -1.944 -1.534 0.76 2.99 -1.63 0.88
H -2.355 1.902 3.776 0.68 -1.63 -1.25 0.27
H -2.603 -0.870 3.084 -1.01 0.24 1.26 0.38
H -0.794 3.103 2.597 0.47 -1.86 -0.94 0.26
H -0.984 -1.838 1.613 -0.51 1.77 0.57 0.27
H 0.592 2.050 0.840 1.85 1.19 -1.51 0.45
H 2.726 -1.083 -4.702 1.59 1.09 -2.61 0.32
H 1.410 -0.733 -3.815 -2.46 0.66 0.24 0.28
H 2.138 -2.388 -4.010 -1.43 -3.44 -0.12 0.39
```
Positions in Å, forces in eV/Å.

**E**: -887.53804 hartree
**E_LUMO**: -7.37 eV
**HOMO energy**: -11.782 eV
**Charge**: +1

DFT (ωB97M-V/def2-TZVPD) results for a 7-piece molecular cluster, C4H22FNO13PS2 overall.

Structure (XYZ):
```
44
Properties=species:S:1:pos:R:3:forces:R:3:mulliken_charge:R:1
O 3.029 -2.075 0.541 -3.15 4.63 2.46 -0.61
P 2.341 -0.845 1.324 4.09 -4.96 -0.25 0.79
O 1.055 -1.536 2.274 0.83 3.31 -0.74 -0.65
O 3.572 -0.318 2.482 -3.41 -1.36 -0.99 -0.48
C 1.800 0.514 0.099 0.33 0.33 -0.67 -0.27
S 1.398 2.182 0.931 3.45 5.99 1.32 1.10
O 1.308 3.358 -0.097 -0.46 -4.83 2.32 -0.65
O 2.677 2.504 1.800 -4.58 -2.26 -2.44 -0.67
N 0.065 2.100 2.052 -0.36 -1.63 -3.16 -0.50
S -1.470 1.854 1.265 -2.79 5.70 -1.06 1.04
O -1.562 2.367 -0.191 1.01 -2.45 3.53 -0.50
O -2.520 2.700 2.084 3.29 -3.54 -1.72 -0.74
C -2.106 0.093 1.279 -1.42 -2.25 -0.19 -0.43
C -2.660 -0.444 -0.191 -0.78 -0.78 -0.52 -0.48
C -1.485 -1.248 -1.046 0.53 1.72 0.90 0.52
F -1.991 -2.415 -1.807 1.08 2.67 1.70 -0.37
H 0.532 -0.808 2.759 1.15 -1.21 -0.92 0.38
H 3.485 -0.905 3.298 0.05 0.87 -1.54 0.35
H 2.746 0.748 -0.587 -1.87 -0.59 1.80 0.44
H 0.954 0.168 -0.639 1.54 0.50 1.79 -0.10
H -1.344 -0.711 1.654 -1.17 1.81 -0.61 0.06
H -3.050 0.041 2.006 2.27 0.56 -1.45 0.31
H -3.175 0.418 -0.829 1.42 -1.78 1.51 0.21
H -3.535 -1.230 0.015 2.00 1.64 -0.22 0.34
H -0.642 -1.554 -0.260 -1.95 -0.10 -1.86 -0.10
H -0.967 -0.423 -1.735 -1.27 -2.25 0.91 -0.08
O 3.166 -4.328 -1.893 -0.33 0.10 0.03 -0.66
H 3.108 -3.826 -1.066 0.04 0.06 -0.06 0.36
H 2.323 -4.149 -2.335 0.33 0.04 0.10 0.32
O -2.464 3.500 -3.311 -0.14 0.06 0.24 -0.69
H -2.125 2.984 -2.564 -0.06 0.18 0.05 0.38
H -3.016 4.179 -2.895 0.27 -0.29 -0.10 0.31
O 1.014 1.109 -2.527 0.11 0.12 -0.69 -0.52
H 1.662 1.781 -2.266 -0.32 0.08 0.09 0.26
H 0.519 1.529 -3.246 0.05 -0.08 0.26 0.26
O -5.412 2.060 0.776 -0.11 0.28 0.02 -0.65
H -4.568 2.169 1.241 0.15 0.15 0.00 0.34
H -5.724 2.967 0.642 0.19 -0.38 0.05 0.30
O 2.229 -3.581 3.985 -0.28 0.14 0.32 -0.64
H 1.846 -2.989 3.321 0.02 -0.20 -0.01 0.40
H 1.553 -3.625 4.678 0.29 -0.02 -0.25 0.30
O 2.331 -1.705 -3.930 0.17 0.28 0.21 -0.64
H 3.220 -1.667 -3.547 -0.31 -0.16 -0.07 0.32
H 1.878 -0.940 -3.545 0.06 -0.10 -0.04 0.35
```
Positions in Å, forces in eV/Å.

**E**: -2436.03282 hartree
**E_LUMO**: 2.05 eV
**HOMO energy**: -7.188 eV
**Charge**: -1

DFT (ωB97M-V/def2-TZVPD) results for C20H45F7NbO5 as an isolated structure.

Structure (XYZ):
```
78
Properties=species:S:1:pos:R:3:forces:R:3:mulliken_charge:R:1
C 6.754 -1.139 1.368 -0.14 0.30 -0.12 -1.12
C 5.773 0.028 1.385 -0.05 -0.18 -0.29 -0.61
C 4.903 0.056 0.110 0.23 -0.27 0.78 0.33
C 3.544 -0.534 0.439 0.28 -0.59 -0.57 -0.55
O 2.601 -0.426 -0.628 -1.15 2.21 0.74 -0.58
Nb 1.294 1.113 -0.531 2.12 -4.49 -0.42 -0.73
C -0.472 -0.331 -0.592 -0.58 0.71 -0.10 -0.88
O -1.550 -0.032 0.292 0.11 0.12 -0.08 -0.06
C -2.660 -0.877 0.117 0.06 -0.26 0.08 -0.58
C -3.558 -0.733 1.325 0.21 0.89 -0.43 -0.15
C -4.260 0.633 1.311 -0.08 -0.39 -0.03 -0.91
C -0.139 2.954 -0.636 0.35 0.13 -0.03 0.33
F -1.455 2.626 -0.901 -0.16 0.14 0.02 -0.17
F 0.249 3.709 -1.735 0.01 0.10 -0.10 -0.32
C -0.157 4.004 0.492 0.34 0.03 0.04 0.84
F 1.131 4.374 0.756 -0.52 0.04 -0.10 -0.29
F -0.815 5.129 0.088 0.05 -0.23 0.11 -0.33
C -0.792 3.549 1.848 -0.21 0.16 0.34 0.53
F -1.641 2.525 1.701 0.48 0.50 0.24 -0.13
F -1.490 4.592 2.378 0.26 -0.54 -0.05 -0.30
F 0.153 3.215 2.748 -0.57 0.08 -0.42 -0.25
H 7.534 -0.967 0.635 0.21 -0.01 -0.16 0.26
H 7.212 -1.295 2.337 0.15 -0.10 0.23 0.38
H 6.230 -2.039 1.066 -0.05 -0.31 0.05 0.27
H 5.130 -0.084 2.252 -0.16 0.15 0.26 0.37
H 6.304 0.966 1.494 0.16 0.23 0.12 0.32
H 5.407 -0.594 -0.593 -0.02 0.06 -0.68 -0.16
H 4.803 1.055 -0.289 -0.12 0.25 -0.16 0.33
H 3.163 -0.109 1.359 -0.14 0.24 0.17 0.22
H 3.701 -1.600 0.619 -0.10 -0.24 0.15 0.25
H 1.327 1.204 1.304 -0.26 0.67 0.30 0.03
H 2.674 2.322 -0.652 -0.34 0.57 -0.26 -0.03
H 1.230 1.145 -2.379 -0.24 0.63 -0.04 0.02
H -0.046 -1.295 -0.290 0.31 -0.15 0.07 0.58
H -0.841 -0.484 -1.610 -0.14 0.02 -0.22 0.33
H -2.308 -1.907 0.004 0.04 -0.27 0.05 0.48
H -3.205 -0.621 -0.794 -0.08 0.07 -0.25 0.06
H -2.904 -0.756 2.187 0.06 -0.38 0.33 0.22
H -4.281 -1.535 1.365 -0.13 -0.30 0.16 0.29
H -5.249 0.558 0.875 -0.24 0.01 -0.01 0.24
H -3.705 1.334 0.702 0.26 0.23 -0.03 -0.01
H -4.331 1.031 2.315 -0.15 0.20 0.22 0.37
C -6.335 -3.184 5.570 -0.09 0.03 -0.07 -1.35
C -5.239 -3.111 4.516 0.12 0.07 0.30 0.46
C -3.927 -3.687 5.028 0.05 -0.02 -0.10 -1.29
O -5.054 -1.771 4.076 -0.18 -0.12 -0.12 -0.44
H -6.054 -2.599 6.450 0.05 -0.04 0.03 0.35
H -7.266 -2.771 5.182 0.00 -0.01 -0.03 0.32
H -6.515 -4.213 5.887 0.01 0.00 0.01 0.38
H -5.554 -3.663 3.629 -0.01 0.04 -0.07 0.25
H -3.574 -3.116 5.891 -0.04 -0.02 0.05 0.34
H -3.159 -3.628 4.257 -0.02 0.00 -0.03 0.31
H -4.041 -4.730 5.330 -0.01 0.00 0.02 0.38
H -4.768 -1.246 4.829 0.07 0.08 0.04 0.30
C 5.698 -0.925 -4.490 -0.18 0.05 0.04 -1.30
C 6.849 -0.803 -3.508 0.06 -0.24 -0.25 0.61
C 8.199 -0.864 -4.207 0.08 0.03 0.11 -1.44
O 6.754 -1.832 -2.523 0.13 0.19 0.15 -0.53
H 5.738 -1.889 -5.006 0.08 0.01 -0.03 0.33
H 4.751 -0.875 -3.956 -0.05 0.05 0.00 0.31
H 5.720 -0.134 -5.241 0.01 0.01 0.01 0.38
H 6.767 0.137 -2.962 -0.05 -0.02 0.10 0.28
H 8.316 -1.821 -4.725 -0.05 0.01 -0.05 0.35
H 9.011 -0.779 -3.484 -0.01 0.03 0.01 0.34
H 8.301 -0.063 -4.941 -0.01 0.00 -0.02 0.37
H 6.812 -2.674 -2.983 -0.04 -0.11 -0.01 0.31
C -5.355 2.754 -2.769 -0.04 0.03 0.10 -1.56
C -4.486 1.536 -2.496 -0.14 0.02 -0.24 1.36
C -3.915 0.954 -3.778 0.06 -0.10 0.02 -1.43
O -5.242 0.541 -1.799 0.10 0.07 0.10 -0.47
H -6.206 2.482 -3.403 0.04 -0.01 -0.06 0.38
H -5.752 3.155 -1.836 0.04 0.01 0.02 0.36
H -4.787 3.539 -3.272 0.01 0.00 -0.01 0.38
H -3.668 1.819 -1.834 -0.01 -0.11 0.11 -0.33
H -4.723 0.624 -4.440 -0.03 0.07 -0.02 0.40
H -3.293 0.087 -3.558 0.04 0.03 0.04 0.31
H -3.309 1.688 -4.311 0.01 0.01 0.00 0.37
H -5.967 0.277 -2.372 -0.06 -0.03 -0.08 0.30
```
Positions in Å, forces in eV/Å.

**E**: -1921.11030 hartree
**E_LUMO**: 2.44 eV
**HOMO energy**: -4.958 eV
**Charge**: -1

DFT (ωB97M-V/def2-TZVPD) results for a 2-piece molecular cluster, C3H12N overall.

Structure (XYZ):
```
16
Properties=species:S:1:pos:R:3:forces:R:3:mulliken_charge:R:1
C 0.270 1.269 0.056 1.31 -0.56 0.25 -0.88
N -1.075 1.583 -0.431 0.08 0.14 -0.33 -0.17
C -1.964 0.410 -0.641 -0.79 0.88 -0.40 -0.84
H 0.866 2.180 0.072 -0.06 -0.02 0.13 0.35
H 0.212 0.831 1.063 -0.07 0.21 -0.40 0.38
H 0.761 0.553 -0.612 -0.26 0.16 0.10 0.32
H -1.021 2.101 -1.318 0.00 0.05 0.41 0.38
H -1.491 2.176 0.276 -0.37 0.48 -0.07 0.37
H -1.531 -0.202 -1.436 -0.20 -0.12 0.39 0.35
H -2.914 0.881 -0.962 0.30 -0.79 0.06 0.35
H -2.096 -0.068 0.323 0.06 -0.40 -0.16 0.36
C 2.013 -2.330 0.729 -0.61 -0.14 -0.62 -0.58
H 3.103 -2.200 0.773 -0.47 -0.08 0.22 0.26
H 1.773 -3.177 0.043 0.22 0.88 0.17 0.26
H 1.537 -1.371 0.385 0.43 -1.03 0.21 -0.17
H 1.558 -2.636 1.678 0.43 0.34 0.03 0.27
```
Positions in Å, forces in eV/Å.

**E**: -175.98093 hartree
**E_LUMO**: -3.77 eV
**HOMO energy**: -15.839 eV
**Charge**: +1

DFT (ωB97M-V/def2-TZVPD) results for a 8-piece molecular cluster, H16O8 overall.

Structure (XYZ):
```
24
Properties=species:S:1:pos:R:3:forces:R:3:mulliken_charge:R:1
O 0.574 -1.891 -0.633 0.16 2.15 2.65 -0.58
H 0.631 -1.806 -1.559 0.08 0.40 -1.75 0.30
H 0.348 -0.962 -0.255 0.67 -3.00 -1.61 0.13
O 0.619 3.641 -0.960 -0.72 -1.00 0.94 -0.61
H 0.716 4.363 -0.354 0.54 1.42 0.01 0.33
H 0.229 3.051 -0.284 0.21 -0.47 -0.87 0.28
O 3.734 -0.232 1.829 0.05 -0.07 4.60 -0.60
H 4.520 0.047 2.377 -1.20 -0.44 -1.55 0.33
H 3.873 -0.145 0.937 1.04 0.59 -2.84 0.27
O -1.948 -2.130 0.155 4.22 -3.43 -2.25 -0.61
H -2.494 -1.626 0.669 -1.87 1.71 1.59 0.34
H -2.353 -2.186 -0.732 0.53 0.03 1.40 0.34
O -1.129 0.130 0.857 1.62 0.24 2.91 -0.54
H -0.931 0.246 -0.028 -0.62 0.76 -3.32 0.35
H -0.267 -0.287 1.066 -0.93 0.04 1.25 0.29
O 5.577 -0.793 -0.937 0.22 1.43 0.90 -0.57
H 5.335 -1.545 -1.411 0.41 -2.50 -1.77 0.31
H 4.684 -0.637 -0.653 -0.56 0.97 0.67 0.27
O -2.959 2.066 0.367 1.11 1.73 -0.17 -0.57
H -3.625 2.705 0.673 0.26 -0.33 -0.18 0.30
H -2.137 2.641 0.254 -1.68 -1.26 0.25 0.28
O -3.982 -1.608 -0.307 -4.48 -0.46 -1.07 -0.61
H -4.289 -0.756 -0.649 -0.37 -0.24 0.05 0.29
H -4.725 -2.285 -0.422 1.30 1.71 0.18 0.27
```
Positions in Å, forces in eV/Å.

**SMILES string**: O.O.O.O.O.O.O.O
**E**: -611.37789 hartree
**E_LUMO**: 0.11 eV
**HOMO energy**: -9.347 eV

Q: Which maximum force values were calculated for the entries above? A: 5.0 7.0 5.0 1.4 5.9, in eV/Å.